[1]
Formula: C34H29Cl2IrN6O11SSe
Source: OMol25
Level of theory: ωB97M-V/def2-TZVPD

Cartesian coordinates (Å):
H1 -3.96506 2.34330 0.94643
C1 4.10484 2.36079 2.00679
H2 -4.95092 1.05962 -1.86092
C2 0.97142 -4.02664 -3.67088
C3 2.65580 -0.87801 -2.65381
C4 -1.31293 -0.72005 4.73290
N1 0.42255 -0.29195 0.98384
Se1 -0.91659 0.96532 -2.72525
C5 -4.20767 1.22471 -2.63973
C6 3.67314 0.35112 3.24960
C7 0.83047 2.78538 3.63139
H3 -4.70943 1.64342 -3.51507
O1 -0.54205 3.16470 0.91119
H4 1.55058 -4.27044 -4.54833
H5 -1.96739 -2.64465 4.04324
C8 -0.15786 -0.44321 2.20925
O2 -2.15449 3.49502 -0.93668
H6 -0.24182 -5.77831 -3.78610
H7 -0.17422 3.19115 3.76020
C9 -2.26018 -0.26246 -3.03366
C10 1.97863 -0.54883 -1.44676
O3 5.49403 4.00839 5.47417
C11 4.61689 2.23491 4.34565
H8 -0.48911 1.19554 5.18159
C12 0.54241 -2.55130 -1.79275
C13 3.83146 3.15996 0.72495
C14 -4.99382 -3.69722 -4.13072
H9 -1.15452 -1.95307 -3.54937
O4 2.33311 0.48797 -0.78712
C15 -5.61304 -1.46161 -3.41231
H10 -3.46545 1.93617 -2.27353
H11 -1.05068 -3.17080 -0.50583
C16 -4.25565 -1.17692 -3.32607
C17 -0.86958 -1.60578 2.55295
C18 -0.59834 0.42827 4.43272
Ir1 0.96429 1.64503 0.33079
H12 2.85419 2.53809 -2.23599
S1 -1.71768 2.69112 0.16696
C19 2.34798 -1.99678 -3.36160
H13 3.38291 0.52434 1.14455
C20 2.08478 3.00347 -2.84940
H14 4.97086 3.97831 3.15662
C21 4.12726 0.93867 4.42185
O5 -1.46161 1.28167 -0.26786
H15 -7.00306 -2.99125 -3.91720
H16 3.46643 -0.22987 -2.94897
O6 5.04662 2.21956 6.58379
N2 -2.06800 -1.54165 -3.42932
H17 1.29667 2.59240 4.60243
C22 -5.95951 -2.73507 -3.82247
C23 -3.28257 -2.14917 -3.63188
O7 2.71450 -1.43393 2.21452
N3 5.09765 2.87412 5.57004
H18 -1.57017 -5.21735 -1.78416
C24 -0.03855 -4.86367 -3.25151
H19 4.10635 0.40611 5.36390
O8 2.62925 3.07009 0.32776
N4 3.05589 -0.95610 3.27590
C25 1.28755 -2.85819 -2.96021
N5 -3.58310 -0.02431 -2.98022
H20 -0.96370 -2.38699 1.81800
H21 2.91343 -2.25220 -4.24423
H22 -5.31283 -4.67665 -4.45167
N6 0.21016 -1.20169 0.10688
C26 3.69076 1.03884 2.04378
Cl1 0.67594 3.31959 -1.82127
Cl2 1.61616 1.88664 -4.13202
C27 0.89496 -1.40691 -1.00326
C28 -1.43432 -1.74095 3.79804
O9 2.86481 -1.46148 4.35731
H23 2.42113 3.93777 -3.29294
H24 -2.73619 1.94753 2.17803
H25 -3.10788 3.65098 1.78162
H26 -2.90132 -4.16309 -4.29590
O10 4.70105 3.83024 0.21690
C29 4.59938 2.96207 3.15705
C30 0.00639 0.56973 3.19268
C31 -3.64237 -3.42275 -4.04745
H27 1.42543 3.50420 3.07370
C32 -3.03016 2.64035 1.40060
H28 -6.36285 -0.72049 -3.18203
C33 -0.49456 -3.41460 -1.39639
C34 -0.78545 -4.55196 -2.11269
O11 0.81388 1.60938 2.83869
H29 -1.76530 -0.81767 5.70622

Results
Gap between HOMO and LUMO (alpha / beta), eV: 5.71 / 5.31
Spin multiplicity: 2
Expectation value of S²: 0.95
Strongest force on any atom, eV Å⁻¹: 3.69
LUMO (alpha / beta), eV: -4.7 / -5.1
HOMO level (alpha / beta), eV: -10.42 / -10.45
ΔE to the lowest compared entry with this formula, charge and spin, eV: 4.136
DFT total energy, eV: -171242.158
Total charge: +1
M, u: 1071.79

Results of the Mulliken charge analysis, in e, for atoms 1 through 4:
1. H 0.342
2. C 0.395
3. H 0.355
4. C -0.969

***

[2]
Formula: C34H29F2Si
Source: OMol25
Level of theory: ωB97M-V/def2-TZVPD

Cartesian coordinates (Å):
C1 2.83240 0.44369 0.71653
C2 1.50486 0.82175 -3.39019
C3 4.20281 -1.21771 1.86237
C4 4.81661 -0.20462 2.61223
C5 -0.88240 -4.91604 0.69012
H1 2.55652 -6.57796 0.09161
H2 3.59596 -0.32228 -5.83625
H3 -3.75687 -4.43977 -5.24350
C6 3.21656 -0.89264 0.91943
C7 4.01304 -0.36365 -3.71244
H4 0.74001 -2.57361 -0.72907
H5 1.18886 -5.78284 -1.80875
H6 -0.75970 0.48446 -0.00718
C8 0.98714 5.49693 -0.33249
H7 3.17874 2.49664 1.31657
C9 1.97773 0.52669 -4.67608
C10 -1.16501 -4.31017 -2.98496
C11 -0.19047 -5.47781 1.77006
C12 2.26438 0.48940 -2.25795
H8 5.58155 -0.45537 3.35364
H9 -3.28730 -4.02456 -2.80058
H10 2.75675 -1.69274 0.33311
C13 -1.68595 -4.96501 -5.63767
C14 0.32957 3.25891 0.35328
C15 3.23016 -0.07716 -4.83651
H11 1.36348 0.76990 -5.54676
F1 1.88845 -6.32020 2.60606
C16 3.53743 -0.07094 -2.42665
C17 0.00409 -0.26162 -0.27954
H12 4.16675 -0.26006 -1.55317
C18 0.00415 -2.46639 -1.55102
C19 1.09587 -5.96038 1.54161
C20 2.05130 3.54948 -1.31676
C21 -0.52401 -1.12181 -1.34488
C22 -2.47726 -4.28234 -3.49238
F2 -1.88264 -5.11545 -6.98564
H13 0.53867 1.32131 -3.27109
Si1 1.54206 0.83540 -0.57376
C23 -2.75090 -4.55436 -4.83951
H14 -1.88448 -3.43799 -1.18433
H15 -0.28838 2.61253 0.97877
C24 1.26111 2.69082 -0.53010
H16 2.54484 5.59439 -1.83719
C25 1.61217 -6.06421 0.25458
C26 4.44133 1.13119 2.41500
C27 1.91931 4.94360 -1.21858
C28 0.86962 -5.52519 -0.80532
H17 -1.91855 -4.60170 0.82096
C29 0.19535 4.65066 0.45379
H18 0.20968 -0.90548 0.59748
H19 -0.62920 -5.51937 2.76638
C30 3.45464 1.45143 1.47086
C31 -0.87985 -3.72763 -1.55945
H20 0.81718 -5.08375 -3.37766
H21 -1.09487 -0.65879 -2.14612
H22 4.49136 -2.26282 2.00891
H23 2.78828 3.13813 -2.01254
H24 0.87743 6.58316 -0.26227
C32 -0.41938 -5.22026 -5.12389
C33 -0.29216 -4.77410 -0.57199
H25 -0.52995 5.08014 1.14835
H26 0.52942 -2.34262 -2.52139
H27 0.34630 -5.67647 -5.74554
H28 4.91544 1.92631 2.99905
H29 5.00039 -0.81513 -3.83296
C34 -0.16937 -4.87610 -3.78936

Results
Gap between HOMO and LUMO, eV: 5.92
Strongest force on any atom, eV Å⁻¹: 3.55
LUMO, eV: -5.6
HOMO level, eV: -11.57
ΔE to the lowest compared entry with this formula, charge and spin, eV: 0.000
DFT total energy, eV: -49033.435
Total charge: +1
M, u: 503.69

Results of the Mulliken charge analysis, in e, for atoms 1 through 4:
1. C 0.233
2. C 0.102
3. C -0.795
4. C -0.514

***

[3]
Formula: C34H29F5HfN2O5P
Source: OMol25
Level of theory: ωB97M-V/def2-TZVPD

Cartesian coordinates (Å):
H1 0.73479 3.97988 5.84093
C1 -2.91382 0.20925 3.41333
H2 -1.77257 3.16975 2.20411
H3 0.68068 5.04134 -3.51943
H4 -0.54347 -0.19347 5.12814
C2 -2.02170 1.13400 2.87467
C3 0.13851 -2.21858 5.16490
H5 -4.47622 -0.49595 -1.74508
C4 -3.74923 2.82461 2.95321
F1 1.17533 -1.31755 -1.71040
O1 -2.22569 -2.93144 1.19047
H6 -2.60829 -0.81671 3.57641
O2 3.09277 2.22371 -0.44086
H7 -3.92097 4.30629 -4.40395
H8 -2.87887 -1.12181 -2.20833
H9 -2.89823 1.38938 -1.44884
C5 2.04398 2.11832 2.72286
H10 2.35695 3.89846 -2.03699
F2 1.39050 -2.23283 -3.99372
C6 0.65038 -3.27519 4.41715
C7 1.98706 1.78253 -0.54498
C8 -3.53539 2.78893 -2.90535
Hf1 -0.19430 -0.16786 -0.32143
O3 1.57652 0.65082 0.02488
C9 -3.18056 3.86125 -3.75271
H11 -4.18777 -1.44205 1.87975
C10 0.85040 -0.26635 -2.70847
H12 -4.06909 3.84355 2.77373
C11 1.05878 -0.94158 -4.08546
C12 0.91094 2.50741 -1.31795
C13 -0.13603 -1.01344 4.54710
H13 -4.55528 2.42119 -2.90891
F3 -0.03369 -0.84402 -4.84123
C14 2.40542 3.67366 4.52429
C15 0.26685 2.59628 4.27874
H14 3.05310 4.35997 5.05594
H15 1.35270 -3.91765 2.49434
C16 -4.20887 0.60009 3.74106
H16 3.88771 3.14470 3.06114
N1 -0.33381 2.04595 -1.25533
H17 -4.16783 -2.23668 -1.74962
H18 -5.63303 2.20492 3.78042
C17 -1.27643 2.65962 -2.06300
N2 1.03601 -1.69020 1.06915
O4 -1.12710 -1.89966 -0.48993
C18 -0.92500 3.73766 -2.89991
H19 -5.08350 -2.19697 0.56705
C19 1.31964 3.60113 -2.08581
H20 -3.05999 0.59191 0.83341
H21 1.95764 -1.25674 1.03080
H22 2.44791 1.58054 1.87971
H23 -0.74670 2.45502 4.63363
C20 -3.32244 -1.20525 -0.08390
C21 0.09044 -0.84695 3.17964
H24 0.85373 -4.22753 4.88874
C22 -2.45542 2.44136 2.63127
F4 -0.64564 -0.31920 -2.50641
C23 -2.61506 2.20709 -2.08356
H25 -5.14661 -0.44366 0.75134
H26 -4.89220 -0.12181 4.17157
O5 -2.58745 0.08609 0.15218
C24 0.92509 -3.10666 3.07241
C25 -3.72527 -1.26113 -1.53926
F5 2.04826 -0.30940 -4.71007
H27 -1.60280 5.14690 -4.38215
C26 -2.19965 -2.16622 0.27075
C27 0.73007 1.92313 3.14554
H28 -0.05089 -2.33985 6.22376
C28 -1.90146 4.32387 -3.74332
C29 -4.49991 -1.32060 0.84619
H29 1.10041 -2.58437 0.59095
C30 0.66403 -1.88969 2.46465
C31 -4.62650 1.90407 3.51689
C32 1.10387 3.46482 4.96310
C33 0.40287 4.20897 -2.88215
C34 2.87321 2.99668 3.40837
P1 -0.33986 0.70262 2.32056

Results
Gap between HOMO and LUMO, eV: 8.19
Strongest force on any atom, eV Å⁻¹: 1.87
LUMO, eV: -3.4
HOMO level, eV: -11.62
ΔE to the lowest compared entry with this formula, charge and spin, eV: 2.409
DFT total energy, eV: -73128.636
Total charge: +1
M, u: 850.07

Results of the Mulliken charge analysis, in e, for atoms 1 through 4:
1. H 0.440
2. C -0.726
3. H 0.520
4. H 0.466